Below is a cluster of 10 separate species, C40H85F9O20 in total at a distorted geometry, with properties calculated with ωB97M-V/def2-TZVPD.

The geometry in XYZ format:
```
154
Properties=species:S:1:pos:R:3:lowdin_charge:R:1
O 3.419 4.191 -4.157 0.025
C -3.545 5.869 -2.414 -0.243
C 1.966 2.738 2.021 -0.043
H 1.154 4.985 -3.195 0.086
H -4.260 4.498 -0.888 0.131
O 4.040 -0.552 -0.389 -0.181
H 3.341 -3.016 3.858 0.100
O -1.703 -2.149 1.770 -0.215
H -1.646 -3.977 -1.947 0.108
O -4.125 -4.969 -1.806 -0.182
H 3.414 -2.668 -4.104 0.076
C 3.865 1.885 -4.615 -0.535
H -7.341 2.954 -1.649 0.099
C -3.230 1.092 2.217 -0.131
O -3.881 1.727 1.189 -0.177
H -3.318 -3.269 2.418 0.104
H 3.240 0.079 7.801 0.079
O -0.877 -1.090 5.045 -0.183
H -2.619 0.861 -0.375 0.134
H -2.419 -1.895 -1.271 0.078
H 4.840 0.606 3.808 0.052
H 2.051 4.079 -1.934 0.089
C -3.541 5.397 -0.958 -0.210
C -0.690 -0.944 -4.220 -0.411
H 2.456 -1.624 4.400 0.055
H -3.708 -1.137 -2.357 0.083
C 3.168 -0.469 6.872 -0.088
H 0.495 -6.620 -2.766 0.124
H -3.411 4.963 -3.032 0.126
H 2.982 -3.966 -5.250 0.094
H -2.891 -1.387 5.600 0.117
C -0.666 -2.994 2.079 -0.214
C -6.333 2.588 -1.900 -0.094
H 5.028 1.820 -0.070 0.138
H 2.587 1.302 3.675 0.104
C 1.956 5.047 -2.469 -0.046
H 2.734 3.494 2.162 0.071
H -5.791 -6.017 -1.174 0.090
C -1.368 0.047 -5.122 -0.537
H -0.001 0.856 -1.004 0.084
C 3.847 -1.789 -1.013 -0.099
C 5.434 1.069 0.677 -0.225
F -2.149 -0.561 -6.049 0.145
C -0.458 -0.489 6.249 -0.180
O 4.733 1.146 1.892 -0.221
O 1.530 -2.835 2.916 -0.184
H 5.998 -0.295 -0.801 0.134
H -6.092 -4.665 -2.226 0.096
H -2.199 1.011 1.956 0.084
H -4.060 0.030 0.074 0.112
H 2.867 -2.244 -0.875 0.079
H 1.506 0.917 -2.074 0.085
F 4.088 2.076 -5.911 0.178
H 0.182 -1.299 3.172 0.128
H -4.336 0.947 -2.022 0.108
H -1.319 -0.569 6.909 0.122
H 0.877 -2.150 6.383 0.154
H 4.119 5.386 -2.510 0.134
C -3.673 1.044 -0.041 -0.196
C 0.311 -0.922 -2.119 -0.153
C 0.833 -1.075 6.717 -0.183
H 1.761 -3.395 -4.122 0.069
C 2.475 -5.800 -3.324 -0.193
H -3.645 0.125 2.455 0.083
C 1.039 -5.690 -2.834 -0.220
C -4.905 6.754 -4.035 -0.108
H -2.441 -1.459 3.896 0.047
H -1.487 -4.241 -3.680 0.118
H -5.476 -6.063 -2.955 0.068
H -2.589 0.000 4.618 0.065
H -5.761 3.380 -2.446 0.092
H -3.946 6.226 -0.461 0.111
H -2.646 6.505 -2.474 0.134
H -5.874 7.187 -4.264 0.081
H 1.058 3.294 1.703 0.071
O -0.125 -1.958 -4.598 0.135
C 1.142 -6.059 -0.524 -0.095
C 2.860 -3.600 -4.214 -0.099
C 2.444 3.201 5.049 -0.341
C 0.496 -2.063 2.392 -0.190
C -3.155 -5.204 -2.773 -0.206
H 0.927 1.284 3.075 0.096
F 4.667 0.887 -4.121 0.123
C 2.620 -2.236 3.510 -0.119
H 6.497 1.314 0.766 0.124
H -0.986 -3.577 2.959 0.141
C 1.936 3.851 6.363 -0.615
O 1.362 2.678 4.414 0.011
H -1.183 4.007 0.707 0.089
H -3.270 1.771 3.059 0.096
O 1.941 -0.387 6.156 -0.240
O 3.587 3.012 4.692 0.142
H -5.043 5.802 -4.587 0.095
F -2.188 0.912 -4.426 0.123
H 1.348 -5.631 0.433 0.080
H 0.524 -5.002 -3.472 0.090
H 2.357 2.007 1.212 0.101
C -2.210 4.441 0.644 -0.112
H 3.166 -1.506 2.787 0.111
H -0.354 -3.626 1.229 0.130
H 1.990 -6.720 -0.640 0.080
O 3.290 -4.623 -3.334 -0.177
C 5.322 -0.301 0.053 -0.246
H 6.254 0.049 2.769 0.076
O 4.806 3.039 -2.751 0.171
H 2.320 -6.257 -4.295 0.114
H -4.092 -2.636 -1.514 0.095
F 2.968 4.468 6.914 0.175
H 4.003 -1.824 -2.095 0.067
O -2.229 4.958 -0.651 -0.187
H -3.540 -5.408 -3.810 0.145
H -2.680 -3.660 0.762 0.088
H 0.973 -1.467 -2.721 0.087
H -0.271 -1.623 -1.468 0.133
C 4.140 3.142 -3.728 -0.385
H 1.851 5.801 -1.704 0.081
F 2.624 1.472 -4.505 0.179
C -4.300 1.696 -1.243 -0.228
H -4.197 7.399 -4.490 0.075
F -0.517 0.724 -5.817 0.219
H 1.517 0.101 -0.534 0.072
H 0.849 -0.975 7.760 0.107
C 1.763 1.883 3.269 -0.186
F 0.939 4.686 6.172 0.197
H -3.001 3.649 0.712 0.080
H 3.300 -1.567 7.141 0.109
H -6.462 1.791 -2.583 0.068
H 4.658 -2.501 -0.599 0.120
H -3.718 2.581 -1.582 0.125
H 3.339 6.139 -3.816 0.121
C -2.194 -4.023 -2.870 -0.191
F 1.555 2.918 7.189 0.199
O -0.719 -0.415 -3.029 0.021
H 3.893 -0.111 6.130 0.084
H 0.288 -6.701 -0.532 0.079
C -2.219 -0.976 4.796 -0.125
C 5.581 0.835 3.069 -0.032
C 0.858 0.287 -1.422 -0.041
O 1.043 -5.100 -1.561 -0.190
H -3.599 -2.184 1.023 0.077
H -0.333 0.588 6.088 0.134
H 6.109 1.796 3.310 0.107
C -3.250 -2.072 -1.984 -0.085
H -2.521 -6.016 -2.494 0.110
C 3.251 5.254 -3.196 -0.219
H 5.686 -0.929 0.827 0.108
O -4.753 6.532 -2.634 -0.161
H 0.878 -1.602 1.473 0.123
C -5.386 -5.513 -2.057 -0.105
O -5.554 2.118 -0.827 -0.169
C -2.860 -2.856 1.488 -0.129
O -2.700 -2.721 -3.134 -0.177
H 3.088 -6.554 -2.727 0.144
H -2.376 5.213 1.438 0.104
```

Computed properties:
Molecular weight (g/mol): 1057.08
Kohn-Sham gap (hartree): 0.3659
Structure (SMILES): CCOC(=O)C(F)(F)F.CCOC(=O)C(F)(F)F.CCOC(=O)C(F)(F)F.COCCOC.COCCOC.COCCOC.COCCOC.COCCOC.COCCOC.COCCOC